(1)
Formula: F8H6N4NaO19S8
Source: the Open Molecules 2025 dataset
Level of theory: ωB97M-V with the def2-TZVPD basis set

Cartesian coordinates (Å):
Na  1.452  -0.098  1.019
N  -2.036  -4.869  5.542
S  -1.141  -5.870  4.891
O  -0.561  -6.835  5.850
O  -0.446  -5.584  3.669
F  -2.384  -6.684  4.217
S  -0.773  -3.969  6.087
O  -0.221  -3.054  5.038
O  0.041  -4.427  7.207
F  -1.578  -2.893  6.891
N  6.957  5.564  -0.970
S  7.831  4.441  -1.906
O  7.814  4.541  -3.345
O  8.038  3.066  -1.405
F  9.230  5.091  -1.561
S  5.691  4.832  -1.254
O  5.364  3.483  -0.736
O  4.996  5.230  -2.465
F  4.708  5.717  -0.276
N  -1.886  2.732  -4.798
S  -2.514  3.335  -3.345
O  -1.824  2.713  -2.171
O  -3.821  3.946  -3.199
F  -1.596  4.636  -3.573
S  -3.169  2.004  -5.259
O  -4.246  2.647  -6.013
O  -3.416  0.753  -4.545
F  -2.293  1.447  -6.460
N  -6.985  -3.211  0.906
S  -5.843  -1.954  0.758
O  -6.242  -0.867  -0.079
O  -4.468  -2.363  0.606
F  -6.114  -1.468  2.278
S  -6.763  -3.781  -0.481
O  -5.433  -4.358  -0.793
O  -7.596  -3.136  -1.502
F  -7.673  -5.054  -0.117
O  1.747  3.251  4.118
H  1.366  4.105  3.913
H  2.631  3.450  4.425
O  1.893  -0.103  -3.922
H  1.217  0.539  -4.136
H  1.555  -0.930  -4.265
O  5.794  -2.027  0.512
H  6.119  -1.613  -0.287
H  6.578  -2.374  0.938

- E_LUMO: 2.41 eV
- Highest occupied orbital energy: -0.12207 hartree
- Total charge: -3
- M: 797.6 Da
- E: -5798.796840 Eh
- Max |F|: 12.3 eV/Å
- Orbital gap: 5.73 eV
- Energy relative to the best compared isomer or geometry (same formula, charge and spin): 42.3 kcal/mol

natural (NBO) population analysis, charges in e, atoms 1 to 5: 0.9980, -1.0534, 2.3992, -0.9267, -0.9042

=====

(2)
Formula: C20H53FIN2O10
Source: the Open Molecules 2025 dataset
Level of theory: ωB97M-V with the def2-TZVPD basis set

Cartesian coordinates (Å):
C  -1.585  -1.141  4.192
C  -1.857  -0.237  2.812
F  -1.222  1.100  2.868
C  -1.423  -1.102  1.489
C  -0.885  -0.187  0.221
C  0.770  -0.081  -0.004
I  2.271  -1.013  1.288
C  1.264  0.837  -1.313
C  -0.011  1.489  -2.179
N  -1.453  1.312  -1.846
N  -1.758  0.563  -0.753
C  -3.271  0.452  -0.445
C  -3.948  -0.927  -1.020
C  -5.202  -1.287  0.027
C  -5.411  -2.907  0.234
O  -4.297  -3.552  0.986
H  -1.792  -2.259  3.878
H  -0.518  -0.973  4.643
H  -2.455  -0.832  4.929
H  -3.043  -0.119  2.768
H  -2.334  -1.766  1.095
H  -0.616  -1.900  1.859
H  2.390  1.010  -1.597
H  0.321  2.116  -3.139
H  -3.813  1.355  -1.007
H  -3.462  0.646  0.705
H  -4.438  -0.693  -2.072
H  -3.198  -1.822  -1.149
H  -6.149  -0.740  -0.437
H  -5.005  -0.845  1.117
H  -6.370  -3.038  0.932
H  -5.675  -3.476  -0.769
H  -4.670  -4.127  1.737
C  -0.044  4.261  3.176
O  -0.911  4.685  2.141
H  0.254  5.129  3.769
H  -0.564  3.545  3.818
H  0.845  3.797  2.741
H  -1.159  3.894  1.633
C  0.917  6.233  0.359
O  2.080  6.994  0.631
H  0.346  6.114  1.283
H  0.305  6.754  -0.381
H  1.205  5.249  -0.018
H  2.566  7.083  -0.207
C  1.643  -0.299  -5.077
O  1.913  1.007  -4.602
H  0.901  -0.767  -4.427
H  1.249  -0.244  -6.095
H  2.562  -0.890  -5.062
H  2.574  1.397  -5.199
C  -7.384  -5.436  1.995
O  -6.402  -5.824  2.939
H  -7.752  -4.441  2.254
H  -6.940  -5.411  0.997
H  -8.214  -6.147  2.018
H  -6.095  -6.711  2.683
C  5.122  3.195  -2.013
O  4.317  2.064  -2.292
H  5.222  3.302  -0.931
H  6.112  3.057  -2.456
H  4.649  4.090  -2.424
H  4.247  1.995  -3.260
C  2.547  1.691  4.213
O  1.183  1.824  4.569
H  3.120  2.485  4.699
H  2.919  0.720  4.547
H  2.652  1.780  3.129
H  0.701  1.107  4.123
C  8.152  3.324  -5.052
O  6.795  3.724  -5.096
H  8.383  2.963  -4.047
H  8.320  2.520  -5.773
H  8.793  4.178  -5.286
H  6.620  4.039  -5.999
C  -1.631  -4.519  -1.023
O  -1.419  -3.308  -1.725
H  -1.835  -4.291  0.026
H  -2.486  -5.046  -1.452
H  -0.735  -5.142  -1.090
H  -1.240  -3.543  -2.652
C  4.134  -4.961  1.200
O  3.616  -4.300  0.061
H  3.834  -6.011  1.168
H  5.225  -4.895  1.197
H  3.733  -4.497  2.105
H  3.898  -3.371  0.117

- E_LUMO: -4.36 eV
- Highest occupied orbital energy: -0.42313 hartree
- Total charge: +1
- M: 627.6 Da
- E: -2052.533292 Eh
- Max |F|: 5.7 eV/Å
- Orbital gap: 7.16 eV

Mulliken population analysis, charges in e, atoms 1 to 5: -1.0792, 0.4875, -0.2651, -0.4309, 1.0939

=====

(3)
Formula: C44H93N3O19S8
Source: the Open Molecules 2025 dataset
Level of theory: ωB97M-V with the def2-TZVPD basis set

Cartesian coordinates (Å):
C  4.614  -1.379  5.406
O  5.991  -1.200  5.118
C  6.275  -0.009  4.406
C  7.003  -0.260  3.078
C  6.579  -1.499  2.300
C  5.471  -1.270  1.248
C  4.058  -1.772  1.651
C  3.095  -0.620  1.554
O  1.756  -0.988  1.864
C  1.167  -0.360  2.973
N  0.275  -1.377  3.542
C  0.376  0.926  2.605
N  -0.837  0.650  1.826
C  1.166  2.038  1.907
C  2.167  2.761  2.796
O  1.566  4.025  3.127
C  3.539  3.020  2.159
N  3.499  3.168  0.698
H  4.330  -0.753  6.251
H  4.449  -2.415  5.666
H  4.005  -1.131  4.545
H  6.952  0.573  5.031
H  5.387  0.602  4.278
H  6.906  0.624  2.456
H  8.061  -0.338  3.305
H  6.321  -2.316  2.962
H  7.457  -1.829  1.754
H  5.407  -0.195  1.086
H  5.750  -1.678  0.287
H  3.796  -2.584  0.980
H  4.128  -2.173  2.652
H  3.425  0.146  2.246
H  3.114  -0.205  0.550
H  1.871  -0.123  3.774
H  -0.457  -0.906  4.065
H  -0.210  -1.783  2.740
H  0.046  1.346  3.556
H  -0.756  -0.213  1.300
H  -1.627  0.583  2.450
H  0.459  2.765  1.539
H  1.621  1.610  1.023
H  2.337  2.191  3.711
H  1.983  4.323  3.948
H  4.258  2.250  2.436
H  3.935  3.943  2.572
H  4.398  3.543  0.418
H  3.478  2.248  0.272
O  -1.460  -4.730  -0.168
S  -1.041  -4.696  1.216
O  -1.016  -3.450  1.948
C  -1.957  -5.918  2.133
C  -1.118  -7.183  2.008
C  0.337  -6.744  2.215
C  0.562  -5.495  1.352
H  -2.959  -6.011  1.705
H  -2.010  -5.583  3.170
H  -1.418  -7.928  2.740
H  -1.241  -7.616  1.012
H  0.497  -6.502  3.267
H  1.039  -7.533  1.950
H  1.263  -4.796  1.803
H  0.889  -5.749  0.345
O  5.045  3.783  -1.482
S  6.009  4.821  -1.783
O  7.062  5.139  -0.852
C  6.703  4.508  -3.400
C  5.757  5.230  -4.357
C  5.444  6.582  -3.703
C  5.112  6.309  -2.233
H  6.762  3.435  -3.567
H  7.701  4.946  -3.417
H  6.205  5.351  -5.342
H  4.835  4.656  -4.475
H  6.318  7.233  -3.766
H  4.621  7.092  -4.198
H  5.429  7.120  -1.584
H  4.050  6.112  -2.091
O  -4.097  -6.498  0.187
S  -3.752  -7.270  -0.986
O  -2.711  -8.269  -0.931
C  -5.243  -7.989  -1.658
C  -5.770  -6.932  -2.623
C  -4.537  -6.409  -3.377
C  -3.438  -6.137  -2.340
H  -5.933  -8.223  -0.850
H  -4.957  -8.901  -2.183
H  -6.507  -7.341  -3.295
H  -6.237  -6.119  -2.066
H  -4.195  -7.167  -4.085
H  -4.766  -5.509  -3.946
H  -2.440  -6.324  -2.726
H  -3.491  -5.127  -1.940
O  -0.508  4.908  -4.519
S  0.738  5.133  -3.825
O  1.755  5.987  -4.395
C  0.371  5.665  -2.158
C  0.287  4.368  -1.359
C  1.456  3.507  -1.848
C  1.457  3.551  -3.382
H  -0.549  6.247  -2.158
H  1.206  6.282  -1.824
H  0.346  4.557  -0.288
H  -0.661  3.863  -1.561
H  2.391  3.915  -1.466
H  1.380  2.482  -1.489
H  2.461  3.497  -3.795
H  0.837  2.769  -3.815
O  -1.013  -7.969  5.216
S  -1.599  -8.920  6.128
O  -0.907  -10.129  6.492
C  -2.107  -8.050  7.606
C  -3.531  -7.595  7.303
C  -4.217  -8.787  6.620
C  -3.254  -9.318  5.551
H  -1.417  -7.232  7.798
H  -2.083  -8.763  8.429
H  -4.053  -7.291  8.209
H  -3.512  -6.740  6.623
H  -4.413  -9.566  7.359
H  -5.172  -8.505  6.180
H  -3.328  -10.394  5.422
H  -3.398  -8.820  4.594
O  -8.738  -8.273  -0.827
S  -9.347  -7.917  -2.085
O  -8.641  -7.139  -3.071
C  -9.983  -9.400  -2.857
C  -11.405  -9.524  -2.319
C  -11.993  -8.107  -2.363
C  -10.944  -7.157  -1.770
H  -9.343  -10.241  -2.601
H  -9.978  -9.237  -3.934
H  -11.993  -10.225  -2.909
H  -11.383  -9.886  -1.289
H  -12.197  -7.830  -3.399
H  -12.932  -8.042  -1.816
H  -10.962  -6.176  -2.237
H  -11.053  -7.056  -0.692
O  4.877  9.665  -2.675
S  5.491  10.390  -1.589
O  6.919  10.557  -1.514
C  4.692  11.984  -1.444
C  3.521  11.734  -0.499
C  4.071  10.845  0.624
C  4.880  9.720  -0.036
H  4.393  12.327  -2.432
H  5.415  12.674  -1.009
H  3.114  12.668  -0.115
H  2.721  11.211  -1.028
H  4.723  11.436  1.270
H  3.275  10.440  1.246
H  5.728  9.409  0.568
H  4.255  8.860  -0.270
O  -2.852  8.469  -3.725
S  -3.558  7.871  -4.834
O  -4.780  7.134  -4.626
C  -3.831  9.131  -6.077
C  -2.586  9.064  -6.956
C  -2.299  7.571  -7.162
C  -2.403  6.889  -5.792
H  -3.974  10.094  -5.591
H  -4.726  8.855  -6.632
H  -2.738  9.584  -7.901
H  -1.744  9.535  -6.444
H  -3.040  7.148  -7.844
H  -1.317  7.406  -7.604
H  -2.779  5.873  -5.862
H  -1.456  6.891  -5.268

- E_LUMO: 0.48 eV
- Highest occupied orbital energy: -0.31564 hartree
- Total charge: 0
- M: 1224.8 Da
- E: -6511.529981 Eh
- Max |F|: 1.2 eV/Å
- Orbital gap: 9.06 eV

Mulliken population analysis, charges in e, atoms 1 to 5: -0.1829, -0.3986, -0.3158, -0.7295, -0.8831

=====

(4)
Formula: C4H16N2O
Source: the Open Molecules 2025 dataset
Level of theory: ωB97M-V with the def2-TZVPD basis set

Cartesian coordinates (Å):
C  -0.316  0.448  -2.596
C  -1.012  0.251  -1.266
C  -0.205  -0.634  -0.285
C  0.939  0.136  0.457
N  1.525  -0.711  1.555
N  -2.408  -0.486  -1.423
H  0.756  0.589  -2.636
H  -0.404  -0.373  -3.312
H  -0.771  1.285  -3.135
H  -1.240  1.152  -0.673
H  0.336  -1.557  -0.571
H  -0.947  -0.995  0.550
H  1.692  0.311  -0.357
H  0.556  1.055  0.991
H  0.972  -1.497  1.915
H  2.455  -1.066  1.303
H  1.738  -0.061  2.384
H  -2.743  -0.110  -2.313
H  -3.041  -0.252  -0.659
H  -2.214  -1.479  -1.583
H  1.444  0.972  4.596
H  1.567  1.983  3.445
O  1.320  1.038  3.612

- E_LUMO (spin up / spin down): -10.76 / -19.99 eV
- Spin multiplicity: 2
- Highest occupied orbital energy (spin up / spin down): -0.88348 / -0.85128 hartree
- Total charge: +3
- M: 108.2 Da
- E: -345.414830 Eh
- Max |F|: 3.1 eV/Å
- Orbital gap (spin up / spin down): 13.28 / 3.17 eV
- Energy relative to the best compared isomer or geometry (same formula, charge and spin): 13.6 kcal/mol
- ⟨S²⟩: 0.76

natural (NBO) population analysis, charges in e, atoms 1 to 5: -0.6816, -0.0142, -0.4097, -0.2317, -0.6814

=====

(5)
Formula: C15H43Cl2IInN4O6P2
Source: the Open Molecules 2025 dataset
Level of theory: ωB97M-V with the def2-TZVPD basis set

Cartesian coordinates (Å):
C  2.758  1.832  3.005
C  2.288  1.718  1.484
Cl  1.550  3.252  0.837
C  1.374  0.431  1.327
Cl  2.227  -0.662  0.081
In  -0.696  0.798  0.521
I  -0.869  0.980  -2.271
P  -2.075  -1.262  1.183
N  -2.335  -1.251  2.806
P  -1.930  2.770  1.532
O  -1.605  4.140  0.892
O  -3.607  2.508  1.200
O  -1.853  2.831  3.256
H  3.748  2.383  3.034
H  2.035  2.399  3.654
H  2.981  0.805  3.430
H  3.239  1.546  0.891
H  1.333  -0.165  2.283
H  -3.369  -1.147  0.581
H  -1.414  -2.485  0.794
H  -1.828  -0.417  3.158
H  -3.888  1.674  1.625
H  -2.511  2.164  3.552
C  6.499  1.280  7.897
C  5.954  0.357  6.811
C  5.561  1.091  5.514
O  4.335  1.807  5.588
C  4.429  3.076  6.210
N  4.831  -0.413  7.359
H  5.711  1.836  8.407
H  7.018  0.696  8.662
H  7.213  1.997  7.483
H  6.754  -0.346  6.554
H  5.412  0.339  4.733
H  6.368  1.747  5.163
H  5.383  3.568  5.999
H  4.278  2.985  7.288
H  3.623  3.700  5.817
H  4.535  -1.099  6.668
H  4.034  0.220  7.428
C  -7.246  -3.428  -3.292
C  -6.737  -3.705  -1.879
C  -6.463  -2.430  -1.058
O  -5.265  -1.750  -1.408
C  -5.366  -0.918  -2.553
N  -5.548  -4.563  -1.961
H  -6.449  -3.118  -3.969
H  -7.688  -4.333  -3.717
H  -8.015  -2.651  -3.288
H  -7.523  -4.262  -1.357
H  -6.335  -2.725  -0.012
H  -7.318  -1.743  -1.085
H  -6.350  -0.447  -2.634
H  -5.140  -1.489  -3.456
H  -4.612  -0.134  -2.464
H  -5.272  -4.829  -1.019
H  -4.777  -3.981  -2.285
C  1.607  1.410  -6.293
C  0.690  0.307  -5.773
C  1.144  -1.112  -6.166
O  0.880  -1.467  -7.521
C  1.822  -0.969  -8.454
N  -0.682  0.580  -6.216
H  1.454  1.617  -7.354
H  1.412  2.344  -5.759
H  2.659  1.153  -6.141
H  0.711  0.360  -4.679
H  0.574  -1.826  -5.562
H  2.202  -1.276  -5.926
H  2.834  -0.942  -8.041
H  1.527  0.023  -8.802
H  1.819  -1.636  -9.320
H  -1.307  -0.097  -5.782
H  -0.731  0.355  -7.209

- E_LUMO: 2.30 eV
- Highest occupied orbital energy: -0.20186 hartree
- Total charge: -1
- M: 750.1 Da
- E: -3358.777167 Eh
- Max |F|: 4.0 eV/Å
- Orbital gap: 7.79 eV

Mulliken population analysis, charges in e, atoms 1 to 5: -1.1100, 0.1792, -0.1684, -0.3831, -0.2627

=====

(6)
Formula: C3H9NO3
Source: the Open Molecules 2025 dataset
Level of theory: ωB97M-V with the def2-TZVPD basis set

Cartesian coordinates (Å):
O  -1.109  -0.596  -0.980
C  -0.497  -0.929  0.006
N  0.833  -0.687  0.225
C  1.394  -0.298  1.497
C  0.840  0.997  2.138
O  -0.413  1.429  1.594
H  -0.957  -1.479  0.845
H  1.243  -0.316  -0.626
H  1.090  -1.052  2.233
H  2.468  -0.261  1.355
H  0.609  0.845  3.188
H  1.545  1.818  2.002
H  -0.316  1.584  0.667
O  -0.914  -0.145  -3.885
H  -1.884  -0.080  -3.835
H  -0.697  -0.300  -2.967

- E_LUMO: 0.64 eV
- Highest occupied orbital energy: -0.37365 hartree
- Total charge: 0
- M: 107.1 Da
- E: -400.168707 Eh
- Max |F|: 1.6 eV/Å
- Orbital gap: 10.81 eV
- Energy relative to the best compared isomer or geometry (same formula, charge and spin): 33.1 kcal/mol

natural (NBO) population analysis, charges in e, atoms 1 to 5: -0.6275, 0.5570, -0.6272, -0.2529, -0.0794

=====

(7)
Formula: CH2Br2S
Source: the Open Molecules 2025 dataset
Level of theory: ωB97M-V with the def2-TZVPD basis set

Cartesian coordinates (Å):
C  -0.701  -0.063  0.705
S  0.691  0.839  0.434
Br  -1.550  -0.452  -0.935
Br  2.204  -0.909  -0.890
H  -0.697  -0.760  1.449
H  0.054  1.345  -0.762

- E_LUMO (spin up / spin down): -1.44 / -1.81 eV
- Highest occupied orbital energy (spin up / spin down): -0.32822 / -0.32389 hartree
- Total charge: 0
- M: 205.9 Da
- E: -5585.424299 Eh
- Max |F|: 3.8 eV/Å
- Orbital gap (spin up / spin down): 7.49 / 7.00 eV
- Energy relative to the best compared isomer or geometry (same formula, charge and spin): 42.9 kcal/mol

natural (NBO) population analysis, charges in e, atoms 1 to 5: -0.5351, 0.4662, 0.1189, -0.4591, 0.2196